Entry 1:
ORCA calculation (ωB97M-V with the def2-TZVPD basis set) on a structure of composition C20H33BrN9O2V.

The geometry in XYZ format:
```
66
Properties=species:S:1:pos:R:3:mulliken_charge:R:1
V 0.296 -0.122 0.002 -0.026
O 1.353 -0.013 3.758 -0.678
C 1.131 0.263 2.592 -0.467
N 1.024 -0.606 1.577 0.455
C 1.462 -1.951 1.783 -1.009
C 1.972 -2.365 0.438 0.462
C 2.752 -3.488 0.232 -1.142
C 3.312 -3.698 -1.023 -0.206
C 3.070 -2.770 -2.016 -0.894
C 2.216 -1.706 -1.746 -0.330
N 1.678 -1.493 -0.544 0.757
C 1.037 1.672 2.091 0.789
C 1.214 2.747 2.955 -0.714
C 1.259 4.024 2.424 -0.632
C 1.167 4.167 1.046 -0.799
C 0.980 3.037 0.266 0.100
N 0.900 1.813 0.773 0.692
H 0.642 -2.598 2.120 0.264
H 2.247 -1.996 2.552 0.586
H 2.928 -4.184 1.038 0.502
H 3.917 -4.572 -1.208 0.448
H 3.489 -2.887 -3.003 0.424
H 2.022 -0.974 -2.517 0.400
H 1.328 2.540 4.010 0.579
H 1.384 4.884 3.064 0.480
H 1.233 5.140 0.586 0.530
H 0.903 3.138 -0.807 0.420
N -2.902 -1.710 2.976 -0.453
C -2.139 -1.236 1.980 0.613
O -1.668 -0.105 1.988 -0.417
C -1.890 -2.175 0.813 -1.156
C -1.282 -1.386 -0.325 0.280
H -3.107 -1.129 3.774 0.254
H -3.286 -2.641 2.964 0.207
H -2.834 -2.647 0.514 0.537
H -1.222 -2.981 1.127 0.345
H -2.063 -0.760 -0.772 0.687
H -0.893 -2.085 -1.079 -0.479
C -1.546 5.197 -1.473 -1.183
N -2.009 3.829 -1.466 0.186
C -1.933 3.168 -2.747 -1.174
C -2.124 3.102 -0.312 0.567
N -1.784 1.854 -0.314 -0.315
N -2.609 3.784 0.773 0.221
C -2.502 3.249 2.111 -0.835
C -3.655 4.776 0.643 -1.216
H -0.552 5.249 -1.932 0.356
H -1.476 5.582 -0.460 0.407
H -2.217 5.834 -2.054 0.307
H -2.532 3.729 -3.467 0.363
H -2.336 2.163 -2.664 0.361
H -0.906 3.118 -3.126 0.336
H -2.063 1.364 0.532 -0.239
H -1.644 2.587 2.208 0.043
H -3.403 2.701 2.403 0.361
H -2.380 4.084 2.805 0.326
H -3.901 4.934 -0.400 0.395
H -3.355 5.724 1.096 0.351
H -4.559 4.429 1.151 0.386
N -0.344 0.149 -3.112 -0.840
N 0.193 0.699 -1.903 0.766
H 0.297 -0.518 -3.543 0.243
H -1.194 -0.368 -2.894 0.307
H -0.588 1.265 -1.477 -0.581
H 0.920 1.356 -2.198 0.351
Br -0.004 -3.232 -3.109 -0.658
```

The energy above the lowest of the compared OMol25 structures with the same formula, charge and spin is 228.1 kJ/mol. The expectation value of S² is 0.82. Its spin multiplicity is 2. Its gap between HOMO and LUMO (alpha / beta) is 0.1920 / 0.2137 Eh. Its total charge is +1. Its largest force on an atom is 2.2 eV Å⁻¹. The value obtained for the energy is -4943.0241 Eh.

***

Entry 2:
ORCA calculation (ωB97M-V with the def2-TZVPD basis set) on a cluster of 8 separate species, C20H33Cl14F4N2O2S in total.

The geometry in XYZ format:
```
76
Properties=species:S:1:pos:R:3:mulliken_charge:R:1
N 0.552 -2.206 1.528 -0.186
C 0.540 -0.860 1.463 0.770
C 1.571 -0.198 0.730 -0.655
C 1.568 1.153 0.644 -0.654
N 0.593 1.922 1.229 0.027
S 0.699 3.629 1.026 0.990
O 1.856 4.069 1.715 -0.588
O -0.523 4.278 1.338 -0.553
C 0.920 3.803 -0.829 0.711
F 2.199 3.766 -1.132 -0.121
F 0.382 4.942 -1.170 -0.191
F 0.292 2.815 -1.453 -0.207
C -0.374 1.296 1.949 0.093
F -1.274 2.040 2.525 -0.215
C -0.426 -0.059 2.088 -0.116
H -0.322 -2.552 1.945 -0.140
H 0.658 -2.628 0.606 0.204
H 2.339 -0.788 0.259 0.571
H 2.354 1.652 0.097 0.556
H -1.227 -0.467 2.678 0.547
Cl -4.629 2.250 1.654 -0.171
C -4.172 3.960 1.905 -0.023
C -4.533 4.446 3.285 -0.452
Cl -6.294 4.556 3.516 -0.178
H -4.659 4.551 1.134 0.385
H -3.094 4.027 1.763 -0.159
H -4.128 5.445 3.437 0.326
H -4.134 3.791 4.055 0.303
Cl 5.864 6.558 -4.569 -0.179
C 4.236 5.848 -4.471 -0.476
C 4.090 4.937 -3.280 -0.251
Cl 5.062 3.452 -3.440 -0.173
H 4.042 5.320 -5.401 0.334
H 3.531 6.674 -4.388 0.319
H 3.054 4.623 -3.182 0.076
H 4.388 5.434 -2.359 0.325
Cl 0.653 -6.070 2.757 -0.193
C -0.616 -5.939 1.514 0.940
C -0.103 -6.250 0.135 -0.456
Cl 1.044 -5.012 -0.463 -0.202
H -1.031 -4.935 1.567 -0.301
H -1.404 -6.649 1.780 -0.479
H -0.934 -6.276 -0.569 0.291
H 0.406 -7.210 0.101 0.441
Cl -2.954 0.266 -3.604 -0.174
C -2.546 1.972 -3.929 -0.195
C -3.739 2.759 -4.410 -0.456
Cl -4.263 2.251 -6.032 -0.174
H -1.739 1.990 -4.657 0.342
H -2.181 2.395 -2.994 0.028
H -3.478 3.815 -4.475 0.308
H -4.584 2.652 -3.735 0.326
Cl -2.500 -2.808 2.467 -0.206
C -3.827 -2.786 1.265 -0.469
C -3.301 -2.971 -0.133 -0.287
Cl -2.342 -1.566 -0.673 -0.118
H -4.360 -1.845 1.374 0.373
H -4.503 -3.598 1.525 0.364
H -4.133 -3.076 -0.827 0.392
H -2.674 -3.857 -0.213 0.047
Cl -3.518 -7.431 1.859 -0.168
C -4.107 -8.586 3.091 -0.421
C -3.038 -8.912 4.101 -0.567
Cl -1.706 -9.849 3.381 -0.166
H -4.455 -9.475 2.573 0.340
H -4.957 -8.120 3.587 0.303
H -3.463 -9.517 4.899 0.369
H -2.614 -8.011 4.538 0.320
Cl 8.099 0.839 -2.193 -0.189
C 8.450 2.587 -2.115 -0.373
C 9.612 2.896 -1.208 -0.431
Cl 9.227 2.586 0.505 -0.187
H 7.546 3.096 -1.791 0.239
H 8.679 2.909 -3.129 0.306
H 9.869 3.951 -1.290 0.299
H 10.488 2.307 -1.468 0.330
```

Its gap between HOMO and LUMO is 0.2924 Eh. Its total charge is +1. Its largest force on an atom is 2.5 eV Å⁻¹. The value obtained for the energy is -8281.9638 Eh.

***

Entry 3:
ORCA calculation (ωB97M-V with the def2-TZVPD basis set) on a structure of composition C20H33Cl2FeN2O4.

The geometry in XYZ format:
```
62
Properties=species:S:1:pos:R:3:mulliken_charge:R:1
O -3.113 -1.237 -1.198 -0.585
C -2.479 -1.005 -2.216 0.020
C -1.713 -1.954 -3.040 0.493
C -0.926 -2.977 -2.492 0.000
H -0.521 -2.875 -1.487 0.451
C -0.654 -4.074 -3.298 -0.746
H -0.139 -4.942 -2.878 0.374
C -1.099 -4.074 -4.634 -0.226
H -0.993 -4.981 -5.229 0.345
C -1.682 -2.942 -5.222 -0.749
H -2.010 -2.930 -6.260 0.361
C -1.919 -1.836 -4.423 -0.176
H -2.298 -0.893 -4.827 0.373
H -2.518 0.065 -2.613 0.040
C -0.796 2.149 -2.372 -1.146
C 0.202 1.120 -2.088 0.578
H -0.812 2.508 -3.414 0.341
H -0.468 3.002 -1.735 0.272
H -1.845 1.999 -2.093 0.235
C 0.931 0.360 -2.978 0.596
C 1.772 1.137 -3.924 -1.596
H 0.822 -0.703 -3.186 0.464
H 1.713 0.857 -4.973 0.387
H 2.794 1.055 -3.566 0.245
H 1.503 2.189 -3.821 0.363
Fe 1.494 0.690 -0.942 -0.587
Cl 1.673 -1.445 -0.509 -0.578
Cl 2.464 2.573 -0.601 -0.632
C 2.808 0.474 2.223 0.400
O 1.587 0.563 2.338 -0.505
N 3.710 0.852 3.156 0.130
C 3.287 1.504 4.387 -0.959
C 5.138 0.660 2.984 -0.906
H 3.279 0.055 1.311 0.114
H 2.199 1.562 4.402 0.230
H 3.718 2.509 4.455 0.325
H 3.650 0.939 5.251 0.325
H 5.310 0.073 2.079 0.274
H 5.554 0.131 3.848 0.296
H 5.656 1.622 2.893 0.312
H -2.251 3.978 2.483 0.322
H -4.638 2.636 2.302 0.321
C -2.208 3.710 1.421 -0.966
C -4.297 2.394 1.284 -0.946
N -2.849 2.417 1.218 0.251
H -1.165 3.645 1.105 0.215
C -2.104 1.333 0.879 0.106
O -0.913 1.417 0.558 -0.466
H -4.645 1.392 1.007 0.285
H -2.645 0.362 0.926 0.275
H -2.740 4.476 0.847 0.335
H -4.721 3.142 0.594 0.287
C 1.023 -2.850 2.704 -1.139
C -0.218 -1.985 2.640 0.917
C -0.924 -1.851 3.986 -1.293
O -0.651 -1.438 1.641 -0.239
H 0.814 -3.764 3.278 0.471
H 1.822 -2.299 3.213 0.178
H 1.354 -3.091 1.694 0.177
H -0.807 -0.819 4.336 0.250
H -1.991 -2.040 3.835 0.330
H -0.526 -2.541 4.738 0.379
```

The energy above the lowest of the compared OMol25 structures with the same formula, charge and spin is 0.0 kJ/mol. The expectation value of S² is 6.07. Its spin multiplicity is 5. Its gap between HOMO and LUMO (alpha / beta) is 0.1878 / 0.2228 Eh. Its total charge is -1. Its largest force on an atom is 4.1 eV Å⁻¹. The value obtained for the energy is -3376.4262 Eh.

***

Question: The highest energy belongs to which entry?
Answer: C20H33Cl2FeN2O4